Entry 1:
This record from the OMol25 dataset describes C10H30N2O6Pd as an isolated structure in a non-equilibrium geometry. The level of theory is ωB97M-V with the def2-TZVPD basis set.

```
49
Properties=species:S:1:pos:R:3:nbo_charge:R:1
Pd 0.370 -0.241 -0.734 1.295
O 0.515 -1.645 0.827 -1.053
H 1.143 -2.212 0.337 0.382
O -1.628 0.173 -0.296 -1.278
H -2.374 0.511 0.237 0.457
C 3.645 -2.114 -2.959 -0.631
C 2.405 -1.436 -2.493 -0.085
C 1.286 -2.496 -2.558 -0.076
O 0.111 -1.729 -2.196 -0.551
C -1.041 -2.196 -2.807 -0.248
N 2.599 -0.944 -1.132 -0.813
H 4.516 -1.551 -2.625 0.207
H 3.604 -2.201 -4.044 0.215
H 3.899 -3.079 -2.520 0.213
H 2.258 -0.553 -3.114 0.209
H 1.471 -3.303 -1.849 0.193
H 1.304 -2.995 -3.527 0.198
H -0.904 -2.289 -3.885 0.156
H -1.827 -1.500 -2.516 0.240
H -1.273 -3.209 -2.476 0.176
H 3.437 -0.380 -1.148 0.366
H 2.873 -1.730 -0.558 0.374
C -3.633 -0.300 3.726 -0.628
C -2.488 0.111 2.695 -0.043
C -1.426 1.042 3.328 -0.070
O -2.115 2.289 3.464 -0.554
C -1.374 3.309 4.164 -0.247
N -1.842 -1.128 2.191 -0.831
H -4.099 0.659 3.955 0.208
H -3.244 -0.637 4.687 0.207
H -4.412 -0.901 3.257 0.200
H -2.960 0.606 1.846 0.149
H -0.566 0.999 2.660 0.178
H -1.075 0.810 4.334 0.160
H -2.041 4.171 4.166 0.187
H -0.457 3.639 3.675 0.156
H -1.181 2.986 5.187 0.166
H -2.667 -1.695 2.061 0.326
H -1.610 -0.818 1.258 0.402
C 0.603 2.420 -2.035 -0.099
C 1.793 2.283 -1.062 -0.094
O 1.273 1.667 0.074 -0.718
O 0.365 1.079 -2.492 -0.738
H 0.784 3.141 -2.832 0.176
H -0.270 2.894 -1.584 0.208
H 2.144 3.270 -0.758 0.177
H 2.724 1.794 -1.348 0.178
H 1.389 2.292 0.793 0.501
H -0.002 1.136 -3.377 0.498
```

relative energy (zero: lowest compared OMol25 entry of this formula, charge and spin): 2.504 eV
maximum force: 0.058 hartree/bohr
HOMO (alpha / beta): -6.88 / -7.15 eV
2S+1: 3
net charge: 0



Entry 2:
This record from the OMol25 dataset describes C16H32O16STi as an isolated structure in a non-equilibrium geometry. The level of theory is ωB97M-V with the def2-TZVPD basis set.

```
66
Properties=species:S:1:pos:R:3:nbo_charge:R:1
Ti -0.448 1.101 0.079 1.194
S 1.369 2.270 -1.270 2.536
O -0.116 2.658 -1.029 -1.049
O 2.226 3.357 -0.794 -1.013
O 1.537 1.001 -0.472 -1.035
O 1.523 2.128 -2.717 -1.035
C 4.533 0.373 -1.154 -0.639
C 4.435 0.449 0.391 -0.091
O 4.023 -0.868 0.846 -0.484
C 4.937 -1.713 1.296 0.989
O 6.109 -1.566 1.622 -0.672
O 4.310 -2.897 1.487 -0.513
C 5.054 -3.902 2.149 -0.260
H 3.668 -0.257 -1.436 0.227
H 5.488 -0.161 -1.248 0.191
H 4.463 1.409 -1.535 0.244
H 3.546 1.086 0.563 0.243
H 5.377 0.817 0.792 0.190
H 5.551 -4.469 1.303 0.177
H 4.374 -4.503 2.720 0.187
H 5.845 -3.467 2.777 0.208
C -2.511 -3.955 0.090 -0.640
C -2.296 -2.541 -0.455 -0.092
O -1.480 -2.634 -1.656 -0.488
C -0.656 -1.629 -1.842 1.024
O -0.597 -0.647 -1.105 -0.679
O 0.279 -1.959 -2.670 -0.477
C 0.838 -0.797 -3.318 -0.284
H -2.602 -4.734 -0.711 0.217
H -3.457 -4.137 0.718 0.215
H -1.743 -4.261 0.826 0.216
H -1.772 -1.934 0.292 0.243
H -3.259 -2.137 -0.758 0.181
H 1.890 -0.742 -3.118 0.210
H 0.493 0.137 -2.928 0.246
H 0.531 -0.834 -4.379 0.177
C -1.965 2.611 -4.375 -0.645
C -2.002 3.697 -3.251 -0.080
O -3.198 3.553 -2.342 -0.502
C -3.339 2.363 -1.773 0.995
O -2.586 1.419 -1.782 -0.655
O -4.504 2.339 -1.097 -0.507
C -4.828 1.058 -0.555 -0.261
H -2.832 1.956 -4.431 0.213
H -1.088 1.990 -4.354 0.238
H -2.013 3.030 -5.321 0.201
H -2.142 4.760 -3.581 0.185
H -1.095 3.689 -2.650 0.256
H -4.644 0.204 -1.158 0.189
H -5.856 1.247 -0.378 0.186
H -4.199 0.935 0.349 0.208
C -2.039 0.883 5.303 -0.648
C -2.211 1.500 3.845 -0.086
O -1.078 1.834 3.119 -0.520
C -0.764 0.806 2.338 0.670
O -1.673 0.277 1.577 -0.784
O -0.057 -0.249 3.142 -0.587
C 0.820 -1.149 2.564 -0.230
H -2.902 0.785 5.976 0.203
H -1.393 1.585 5.837 0.201
H -1.525 -0.068 5.353 0.223
H -2.829 2.385 3.808 0.174
H -2.761 0.743 3.201 0.196
H 0.558 -1.479 1.545 0.167
H 0.899 -2.015 3.205 0.167
H 1.788 -0.729 2.527 0.175
```

maximum force: 0.078 hartree/bohr
HOMO (alpha / beta): -2.49 / -5.86 eV
2S+1: 4
net charge: -1



Entry 3:
This record from the OMol25 dataset describes C15H13Br9N2O4 as an isolated structure in a non-equilibrium geometry. The level of theory is ωB97M-V with the def2-TZVPD basis set.

```
43
Properties=species:S:1:pos:R:3:nbo_charge:R:1
C -0.702 2.512 -0.258 -0.403
Br -0.066 4.391 -0.665 0.055
Br 0.755 1.541 0.799 0.027
Br -1.163 1.611 -1.965 0.093
H -1.597 2.558 0.362 0.231
C -2.281 7.454 -0.191 -0.456
Br -1.367 8.551 -1.522 0.089
Br -3.740 6.377 -1.011 0.078
Br -2.995 8.600 1.272 0.063
H -1.535 6.809 0.272 0.225
C 4.040 -0.211 1.853 -0.455
Br 3.691 -1.701 3.103 0.078
Br 5.664 -0.409 0.692 0.092
Br 3.901 1.479 2.889 0.082
H 3.160 -0.110 1.219 0.215
C 1.799 -2.798 -0.595 -0.181
C 3.129 -2.407 -0.762 -0.226
C 3.363 -1.332 -1.627 -0.216
C 2.340 -0.770 -2.395 0.072
C 1.020 -1.259 -2.236 -0.185
C 0.782 -2.342 -1.370 -0.226
N 2.624 0.359 -3.297 0.523
O 1.701 1.024 -3.714 -0.376
O 3.779 0.637 -3.428 -0.365
H 1.614 -3.535 0.173 0.214
H 3.959 -2.740 -0.156 0.233
H 4.312 -0.816 -1.615 0.249
H 0.194 -0.839 -2.791 0.242
H -0.212 -2.738 -1.223 0.228
C -2.010 -3.912 1.405 -0.186
C -3.180 -3.633 0.719 -0.215
C -3.621 -2.343 0.613 -0.183
C -2.808 -1.300 1.159 0.027
C -1.582 -1.535 1.764 -0.188
C -1.230 -2.885 1.929 -0.200
N -3.400 0.036 1.324 0.530
O -2.709 0.953 1.753 -0.403
O -4.584 0.105 1.082 -0.357
H -1.615 -4.917 1.436 0.221
H -3.633 -4.459 0.191 0.226
H -4.567 -2.136 0.135 0.252
H -0.951 -0.814 2.263 0.257
H -0.280 -3.054 2.415 0.220
```

relative energy (zero: lowest compared OMol25 entry of this formula, charge and spin): 0.971 eV
maximum force: 0.046 hartree/bohr
HOMO: -10.10 eV
2S+1: 1
net charge: 0



Entry 4:
This record from the OMol25 dataset describes one molecule with the formula CH6N4O in a non-equilibrium geometry. The level of theory is ωB97M-V with the def2-TZVPD basis set.

```
12
Properties=species:S:1:pos:R:3:nbo_charge:R:1
H -1.056 1.200 2.198 0.335
N -0.673 0.204 1.887 -0.769
C -0.260 0.237 0.607 0.525
N -0.033 1.053 -0.364 -0.455
N 0.869 0.896 -1.423 -0.610
N 0.561 -1.067 0.328 -0.358
O -0.236 -1.770 -0.747 -0.609
H -0.586 2.016 -0.442 0.397
H 0.483 0.071 -1.891 0.369
H 1.725 0.633 -1.056 0.359
H 0.414 -1.661 1.120 0.360
H -1.208 -1.810 -0.216 0.455
```

relative energy (zero: lowest compared OMol25 entry of this formula, charge and spin): 5.002 eV
maximum force: 0.152 hartree/bohr
HOMO: -9.36 eV
2S+1: 1
net charge: 0